{"formula": "C21H16AgF3N8O", "method": "wB97M-V/def2-TZVPD", "symbols": ["N", "C", "C", "H", "N", "F", "N", "C", "H", "C", "H", "C", "H", "H", "H", "O", "C", "C", "H", "N", "H", "N", "H", "H", "C", "C", "N", "C", "H", "C", "N", "C", "H", "F", "F", "H", "N", "C", "C", "C", "C", "C", "C", "C", "C", "H", "H", "C", "Ag", "H"], "coordinates": [[2.3036, 0.8842, -3.1286], [4.1071, 1.0636, 0.7311], [-3.1363, -0.5323, -2.3528], [-5.5818, 0.4394, -0.3207], [0.2017, 1.8126, 2.5247], [1.2628, -0.6373, -0.6118], [4.2622, 0.1799, -2.2805], [2.6936, 1.7182, -2.1855], [4.3332, 2.8794, -0.4073], [2.8411, 1.3232, 1.2260], [2.1581, 2.5913, -1.8445], [3.0186, -0.5461, 2.7258], [-2.8924, -1.5735, -2.2114], [-3.4456, -3.8432, 2.1392], [3.3091, -0.8957, -3.8036], [0.0386, -0.3731, 2.4200], [-3.2204, -0.1371, 1.1036], [4.8455, 0.0139, 1.2598], [5.6278, 1.6941, -0.6720], [-4.1405, 1.4041, -2.0426], [-1.6945, -2.3926, 3.1156], [3.8600, 1.3153, -1.6743], [2.5774, -1.1950, 3.4715], [4.8865, -1.5926, 2.6787], [-3.3835, -2.8013, 1.8538], [0.8553, 0.7050, 2.4655], [-4.1075, 0.1004, -1.6880], [-4.1620, -0.9619, 0.5095], [5.8247, -0.2155, 0.8564], [-2.4069, -1.9908, 2.4065], [-2.5276, 0.3107, -3.1658], [-2.3266, -0.6546, 2.0266], [-4.9706, -2.9469, 0.4154], [-0.6714, -1.6041, -0.7492], [-0.5465, 0.5345, -0.3927], [-5.6414, -1.1762, -1.0390], [-1.1432, 1.4753, 2.4802], [3.2992, -0.0424, -3.1450], [0.0118, -0.4795, -1.1821], [-4.2459, -2.2934, 0.8890], [-4.9821, -0.4123, -0.6304], [-1.1920, 0.1924, 2.3926], [4.5632, 1.8191, -0.4946], [-3.1806, 1.4836, -2.9340], [4.3089, -0.7724, 2.2716], [2.2288, 2.1107, 0.8007], [-3.1047, 0.8912, 0.7818], [2.2824, 0.5087, 2.1995], [-0.0548, 0.2134, -3.3496], [-2.9425, 2.4058, -3.4394]], "gap_ev": 7.998, "lumo_ev": 0.2, "molar_mass_g_mol": 561.28, "relative_energy_kj_mol": 3.7, "charge": 0}

---

{"formula": "C26H42BrFeNOP2", "method": "wB97M-V/def2-TZVPD", "symbols": ["P", "C", "C", "C", "H", "H", "H", "H", "C", "H", "H", "O", "C", "H", "H", "H", "C", "H", "H", "C", "H", "C", "H", "H", "H", "H", "C", "C", "H", "C", "H", "H", "C", "H", "H", "C", "H", "H", "H", "H", "H", "Fe", "N", "H", "C", "H", "H", "Br", "H", "C", "P", "C", "H", "C", "H", "C", "H", "C", "H", "H", "C", "C", "H", "H", "H", "C", "H", "H", "C", "C", "C", "H", "H", "C"], "coordinates": [[-2.4843, -3.0823, -1.0574], [-3.1275, -3.0658, 0.6707], [0.4318, 2.6291, 0.5087], [-0.5703, 6.3045, -2.9418], [-3.3528, -0.8649, -1.1257], [1.8107, 1.9228, 6.7598], [2.9929, -0.4868, -2.1974], [-3.4331, -0.5814, -3.5653], [-4.5210, -3.7042, 0.7642], [4.1337, -0.5437, -0.8568], [-2.7674, 1.9424, -0.7460], [1.5057, 1.5046, 4.7204], [-2.5925, -1.3870, -1.7196], [2.8990, 0.7197, -0.9303], [1.3106, 3.2390, 0.2474], [2.0342, 0.2362, 6.2389], [3.1012, -0.3355, -1.1229], [-0.6874, 8.4216, -3.4146], [3.9071, -3.0648, 1.6843], [-0.4370, -4.9362, -1.2682], [4.4453, -1.1785, 3.0016], [-0.7946, 7.3935, -3.7864], [-1.0204, -5.2287, -2.1529], [-1.5895, -0.8790, -1.6192], [-3.1306, -2.0135, 1.0036], [-0.1611, -2.7850, -1.5353], [-1.3025, 6.0149, -5.5905], [0.2652, 1.9987, 1.7463], [2.9548, -4.2855, 2.5489], [1.8794, -2.4433, 2.2849], [1.0852, 2.0110, 2.4758], [-2.4034, -3.6326, 1.2829], [1.4234, 1.1296, 6.1050], [-2.9535, 0.7913, 1.3888], [-2.1732, -1.7915, -3.8190], [-1.0998, 4.8584, -4.8319], [-4.8012, -3.8399, 1.8110], [2.7135, 0.5979, 2.9198], [3.1671, 1.0201, 1.2582], [0.6316, 1.8266, 4.4525], [5.1475, 0.3508, 2.4787], [-0.7484, 0.8338, -1.7006], [-1.1438, 7.2288, -5.0636], [-4.5470, -4.6883, 0.2774], [-0.5163, 2.8757, -1.9020], [2.5957, -3.9417, 0.8539], [-0.4220, -3.2729, 0.1627], [-0.9556, -0.1937, 3.1916], [0.3856, 0.8991, 6.4012], [-3.0280, -1.5241, -3.1832], [1.6980, -0.8839, 1.3121], [2.0970, -1.2429, -0.4105], [-0.3155, 6.4760, -1.9003], [-0.5657, 2.4161, -0.4797], [-0.6994, -5.6250, -0.4547], [-0.7048, 4.9914, -3.4802], [4.8719, -0.9199, 1.2909], [2.8926, -3.4777, 1.8014], [-5.2819, -3.0767, 0.2916], [0.6219, -5.0852, -1.5020], [-1.8439, 1.7982, -0.1633], [3.0903, 0.1808, 1.9670], [-1.2620, 3.8826, -5.2737], [1.1075, -1.1204, -0.9310], [-3.7980, -2.3027, -3.3227], [-0.9163, 1.2475, 2.0041], [2.3575, -2.3163, -0.5464], [0.8733, -2.8834, 2.2889], [4.4564, -0.4496, 2.1878], [-2.0163, 1.2820, 1.1453], [-0.7099, -3.4782, -0.8825], [-1.5968, 5.9279, -6.6417], [2.0992, -2.1486, 3.3239], [-0.5119, 3.8087, -2.7326]], "gap_ev": [6.374, 4.161], "lumo_ev": [-6.8, -9.0], "spin_multiplicity": 5, "molar_mass_g_mol": 582.33, "relative_energy_kj_mol": 2.2, "charge": 2}

---

{"formula": "C20H28N2SiY", "method": "wB97M-V/def2-TZVPD", "symbols": ["H", "H", "C", "H", "C", "C", "N", "C", "C", "C", "H", "H", "H", "H", "C", "C", "C", "H", "H", "H", "H", "C", "H", "N", "H", "H", "H", "H", "C", "C", "C", "Si", "H", "C", "H", "H", "H", "H", "H", "H", "H", "C", "H", "C", "H", "C", "C", "C", "C", "H", "Y", "H"], "coordinates": [[-1.9772, -2.6041, -3.5329], [-1.7965, 1.3129, 1.7185], [-1.0316, 1.3993, 0.9419], [0.7876, -2.6508, 3.2223], [2.1145, 0.0147, -3.5868], [-3.2975, 1.4452, -3.7488], [-1.6122, -1.5616, 1.0063], [1.0208, 1.7743, -0.0709], [-1.2630, 1.6959, -0.4354], [-2.8974, 2.1472, -4.8966], [5.1932, -0.8120, -4.7893], [0.1445, 2.2405, -2.0941], [-0.3981, -2.2214, -4.8516], [-2.8256, -0.1800, -2.3891], [-1.3034, 0.0838, -3.9191], [3.5588, -2.1988, -4.5302], [0.3835, 1.4610, 1.1709], [2.0915, 1.9449, -0.2141], [1.7650, -3.3503, -4.1231], [-2.2378, 1.8282, -0.9070], [-1.7100, -2.9463, 2.6390], [3.4538, 0.1603, -3.9581], [0.0997, 0.6012, -5.4827], [1.1482, -1.4405, 1.4789], [2.0714, -1.8006, 1.2116], [1.5608, 0.8752, -3.1868], [0.8643, 1.4391, 2.1551], [3.9320, 1.1392, -3.8679], [1.4889, -1.2340, -3.7215], [-1.6816, 1.8512, -5.5267], [0.0016, 1.9218, -1.0615], [-0.3218, -1.3901, -3.3955], [-0.6475, -3.7887, -3.9022], [2.2318, -2.3580, -4.1232], [0.4623, -3.4497, 1.6680], [-2.3992, -0.9232, 1.1581], [-1.7864, -3.0318, -5.1324], [-0.5276, -1.8443, -1.9428], [-1.2201, -1.2941, 3.0833], [-3.5375, 2.9260, -5.3050], [-2.0268, -2.3235, 0.4585], [-1.0971, -2.0886, 2.3352], [-1.3503, 2.4038, -6.4136], [-0.8703, 0.8226, -5.0274], [4.1168, -3.0609, -4.9021], [-2.5123, 0.3892, -3.2743], [-1.1585, -2.8798, -4.2394], [4.1637, -0.9372, -4.4575], [0.3555, -2.5059, 2.2212], [-4.2274, 1.7081, -3.2312], [-0.0253, -0.4439, -0.3742], [1.3673, -0.6646, 2.1212]], "gap_ev": [4.414, 5.004], "lumo_ev": [-2.7, -2.6], "molar_mass_g_mol": 413.45, "relative_energy_kj_mol": 384.1, "charge": 1}

---

{"formula": "C8H11NO3", "method": "wB97M-V/def2-TZVPD", "symbols": ["H", "N", "H", "H", "C", "H", "O", "H", "C", "C", "C", "O", "H", "H", "O", "C", "H", "C", "C", "H", "C", "H", "H"], "coordinates": [[2.1095, 0.7610, -1.6058], [-1.2304, -0.2265, -1.4879], [0.9991, 2.2438, -1.8289], [-1.6270, 2.4005, 1.8122], [-0.8370, 0.3444, 2.3019], [-0.4056, -2.5639, -0.0851], [-0.8910, -0.7785, -2.5282], [1.8295, 0.3869, 1.2280], [-0.8916, 1.4669, 0.1140], [-0.2440, -0.7140, 1.7957], [-0.2892, 0.2464, -0.4979], [-2.4058, -0.0945, -1.1651], [1.1250, -2.2160, -1.1267], [-1.0587, 2.2788, -0.6044], [1.8037, -0.2835, 0.6516], [0.4786, -0.7351, 0.4169], [0.7756, 0.8757, -2.9065], [0.5627, -2.1612, -0.1592], [-1.0954, 1.4559, 1.4042], [0.0498, -1.6043, 2.3659], [1.2148, 1.1829, -1.9573], [-1.2060, 0.4673, 3.2585], [1.2335, -2.7331, 0.6042]], "gap_ev": [6.753, 7.028], "lumo_ev": [-0.1, -2.4], "spin_multiplicity": 3, "molar_mass_g_mol": 169.18, "relative_energy_kj_mol": 456.9, "charge": 0}

---

{"formula": "C4H2O2", "method": "wB97M-V/def2-TZVPD", "symbols": ["O", "C", "C", "H", "C", "C", "O", "H"], "coordinates": [[-3.1196, 0.4141, -0.0243], [0.6091, 0.5617, 0.0432], [-0.6905, 0.3203, 0.0149], [1.1056, 1.5181, 0.1127], [-1.9540, 0.4826, -0.0073], [1.2495, -0.7576, -0.0270], [0.4660, -1.6663, 0.0167], [2.3340, -0.8729, -0.1289]], "gap_ev": 7.477, "lumo_ev": -1.6, "smiles": "O=C=C=CC=O", "molar_mass_g_mol": 82.06, "relative_energy_kj_mol": 86.1, "charge": 0}

---

{"formula": "CH5N3O2", "method": "wB97M-V/def2-TZVPD", "symbols": ["H", "N", "H", "N", "H", "O", "N", "H", "O", "C", "H"], "coordinates": [[0.1373, 2.2764, 0.1552], [0.5709, -0.6904, -0.0569], [-1.8040, 1.2826, -0.0204], [-1.2927, 0.4244, -0.3991], [-0.0843, -1.5328, 0.1471], [-1.7669, -0.7156, 0.3417], [0.8654, 1.5225, 0.1822], [2.1464, -0.0942, 0.6033], [1.8248, -0.9072, -0.1150], [0.0809, 0.5401, -0.0793], [-2.3488, -0.9861, -0.3061]], "gap_ev": 9.099, "lumo_ev": 0.7, "smiles": "N=C(NO)NO", "molar_mass_g_mol": 91.07, "relative_energy_kj_mol": 392.8, "charge": 0}

---

{"formula": "C7H13N2", "method": "wB97M-V/def2-TZVPD", "symbols": ["H", "H", "C", "H", "N", "H", "C", "H", "C", "C", "H", "N", "H", "H", "C", "C", "H", "H", "H", "C", "H", "H"], "coordinates": [[3.1133, -1.6554, 0.5661], [2.0783, -0.9337, -0.6590], [-0.8568, 3.0299, -0.7902], [2.4704, -2.7323, -0.8188], [-0.7489, 2.1492, 0.3990], [0.1481, 3.4153, -1.2005], [-0.7406, 0.9773, 0.9091], [-1.0853, 4.2147, 0.9704], [0.9727, -2.1445, 0.6621], [-0.1448, -2.5604, -0.1488], [0.6765, 0.0720, -0.6292], [-0.2145, -1.3070, 0.5810], [-0.8353, -1.2697, 1.4316], [0.0338, -2.4987, -1.2152], [2.2368, -1.9026, -0.1033], [-1.4538, 3.4105, 0.4186], [0.9624, -2.6162, 1.5771], [-1.6594, 2.6947, -1.5100], [-2.5521, 3.2390, 0.4930], [-0.3621, -0.0824, -0.1622], [-1.1587, -0.1115, -0.8397], [-0.8800, -3.3882, 0.0690]], "gap_ev": 9.444, "lumo_ev": -2.7, "molar_mass_g_mol": 125.19, "relative_energy_kj_mol": 589.1, "charge": 1}

---

{"formula": "C3H6ClOP", "method": "wB97M-V/def2-TZVPD", "symbols": ["H", "Cl", "H", "P", "C", "H", "H", "C", "O", "C", "H", "H"], "coordinates": [[-0.5646, -1.3397, 2.0592], [-0.3535, 2.4875, 1.3477], [2.0518, 2.0444, -0.0947], [0.3476, 0.7269, 0.8867], [-1.1465, -0.1910, 0.4244], [0.9543, 1.9115, -1.2496], [-2.1626, -1.9285, 1.0157], [-1.3930, -1.2037, 1.2362], [1.1115, 0.0297, 1.9754], [1.4197, 1.2114, -0.5253], [-1.8146, 0.2377, -0.4198], [2.1560, 0.3985, -0.7938]], "gap_ev": 11.305, "lumo_ev": 0.8, "smiles": "C=C[P@](C)(=O)Cl", "molar_mass_g_mol": 124.51, "relative_energy_kj_mol": 0.0, "charge": 0}